1.
14
Properties=species:S:1:pos:R:3 method="wB97M-V/def2-TZVPD" orbital_gap_ev="8.170 / 4.970" e_homo_ev="-18.91 / -18.80" e_above_lowest_kj_mol=0.00 charge=+2 multiplicity=3 largest_force_ev_per_a=2.3
H -0.12381 0.53659 1.18034
O 1.72837 0.81520 0.19214
O 1.64258 -0.86872 -1.15384
O 3.60767 0.15959 -0.87171
C 0.44993 0.24855 0.30748
C 0.39482 -0.75563 -0.56930
C 2.40436 0.07693 -0.64958
H -0.40226 -1.37611 -0.96156
Ni 5.09315 0.96494 -0.55127
H -2.32535 -0.61673 1.23135
C -2.96633 0.04276 0.61107
H -3.47401 0.75693 1.27005
H -2.33149 0.58408 -0.10201
H -3.69761 -0.56838 0.06685

---

2.
21
Properties=species:S:1:pos:R:3 method="wB97M-V/def2-TZVPD" orbital_gap_ev=9.245 e_homo_ev=-8.40 e_above_lowest_kj_mol=244.71 largest_force_ev_per_a=2.5
C -0.39628 0.50606 -0.16170
C 1.85380 1.11604 1.00746
N -0.78310 -0.72067 0.52898
C 1.20018 0.50533 -0.20354
N -0.58205 -1.95412 -0.16528
N -0.95495 0.74574 -1.48315
C -2.04812 -0.65238 1.24612
C 1.94515 0.02614 -1.21576
N -3.12713 -0.01169 0.98040
H -0.65700 1.37001 0.46042
H -1.14998 -2.72022 0.20249
H 0.40556 -2.21046 -0.13275
H -0.43741 1.49107 -1.93838
H -0.79898 -0.10054 -2.02686
H -3.00196 0.50141 0.09921
H -2.06603 -1.33958 2.11089
H 1.57104 2.17020 1.09980
H 1.54822 0.59035 1.91745
H 2.94775 1.07693 0.95306
H 3.03166 0.06496 -1.19694
H 1.49964 -0.45456 -2.08191

---

3.
97
Properties=species:S:1:pos:R:3 method="wB97M-V/def2-TZVPD" orbital_gap_ev="6.713 / 6.012" e_homo_ev="-10.42 / -10.47" e_above_lowest_kj_mol=297.83 charge=+1 multiplicity=2 largest_force_ev_per_a=4.4
Os 0.51834 -1.04375 -0.14879
C 1.21694 5.49005 -2.51829
C 2.15894 5.33725 -1.36629
C 3.07454 6.32515 -1.03579
C 3.94734 6.16145 0.02721
C 3.90654 5.01115 0.79731
C 2.99114 4.01885 0.49441
C 2.14014 4.16975 -0.59819
N 1.20704 3.16465 -0.92319
C 1.43334 1.82455 -0.95709
N 2.71794 1.43145 -0.86269
C 3.29604 0.15465 -0.80839
C 2.56374 -1.00685 -0.48459
C 3.29154 -2.20195 -0.38899
C 4.65364 -2.25865 -0.60879
C 5.34044 -1.10735 -0.95189
C 4.67864 0.10435 -1.05979
C 5.45344 1.33245 -1.44569
N 0.44814 0.98275 -1.15609
C -0.86926 1.48695 -1.25279
C -1.49056 1.50025 -2.50379
C -2.81726 1.87625 -2.61979
C -3.54056 2.22025 -1.48929
C -2.92056 2.22765 -0.25139
C -1.58546 1.87445 -0.10629
C -0.92756 1.88835 1.23821
H 1.47394 6.36005 -3.11049
H 0.19334 5.61465 -2.16689
H 1.24964 4.61505 -3.16349
H 3.10724 7.23335 -1.61899
H 4.66464 6.93145 0.25901
H 4.57684 4.88225 1.63481
H 2.91724 3.14025 1.12001
H 0.30364 3.47335 -1.25809
H 3.38654 2.19005 -0.86219
H 2.78474 -3.11395 -0.09919
H 5.18194 -3.19405 -0.52079
H 6.40214 -1.15245 -1.14099
H 6.46694 1.04705 -1.71009
H 5.52284 2.04295 -0.62049
H 5.01634 1.83015 -2.31159
H -0.91216 1.23355 -3.37799
H -3.28866 1.89175 -3.58939
H -4.58336 2.48415 -1.57159
H -3.48066 2.51675 0.62471
H -1.66906 1.97365 2.02661
H -0.23706 2.72785 1.32131
H -0.35696 0.96025 1.39711
C 2.18124 -0.07435 2.81361
C 1.36844 -1.36045 3.00281
C 2.36744 -2.53575 3.16321
C 0.45424 -1.59765 1.85181
C 0.46364 -1.31215 4.24401
C -0.28546 -2.43915 4.57411
C -1.09366 -2.46405 5.69461
C -1.18396 -1.34835 6.50891
C -0.44366 -0.22295 6.19681
C 0.37094 -0.20065 5.07481
H 2.74424 -0.15225 1.88551
H 2.88134 0.04925 3.63301
H 1.54084 0.80195 2.75361
H 3.11504 -2.48215 2.37551
H 1.86524 -3.49515 3.08831
H 2.86134 -2.47275 4.13081
H -0.13006 -2.51695 1.98641
H -0.23366 -3.32095 3.95541
H -1.64706 -3.35695 5.94161
H -1.81726 -1.35565 7.38221
H -0.49026 0.64855 6.83521
H 0.94544 0.69155 4.88131
Te -2.18396 -1.43555 -1.04249
C -4.26616 -1.42705 -0.62129
C -4.81436 -2.05765 0.48131
C -6.19296 -2.12435 0.60691
C -7.00886 -1.54395 -0.34929
C -6.45166 -0.88265 -1.43209
C -5.07766 -0.82195 -1.57149
C -2.38876 -2.66575 -2.74999
C -1.40866 -2.60955 -3.73579
C -1.51416 -3.41335 -4.85769
C -2.59546 -4.26985 -4.99549
C -3.56726 -4.32725 -4.00899
C -3.47236 -3.52415 -2.88729
H -4.17776 -2.52125 1.22031
H -6.62436 -2.64465 1.44851
H -8.08086 -1.61035 -0.25609
H -7.08706 -0.42645 -2.17579
H -4.63476 -0.31745 -2.42049
H -0.55886 -1.94635 -3.61639
H -0.74956 -3.38435 -5.61849
H -2.68766 -4.89065 -5.87369
H -4.39806 -5.01245 -4.10409
H -4.22816 -3.59175 -2.11429
Cl -2.09166 -3.87895 0.32301
Ge 0.21254 -4.01485 -0.70149
Cl 1.01334 -5.22755 0.91771
Cl -0.40546 -5.56545 -2.11929

---

4.
85
Properties=species:S:1:pos:R:3 method="wB97M-V/def2-TZVPD" orbital_gap_ev="7.993 / 8.572" e_homo_ev="-7.96 / -8.54" e_above_lowest_kj_mol=0.00 multiplicity=5 largest_force_ev_per_a=0.7
Cr 0.15294 -0.38932 -0.18854
C 5.38794 -0.70536 -6.20841
C 4.93322 -0.64412 -4.76894
C 3.57594 -0.66945 -4.45506
C 3.14226 -0.64722 -3.13799
C 4.08513 -0.59333 -2.11771
C 5.44590 -0.55968 -2.40502
C 5.85908 -0.58353 -3.72904
S 3.59739 -0.70111 -0.41875
O 4.55256 0.06784 0.33699
O 3.42947 -2.09226 -0.10863
N 2.14900 -0.00794 -0.35228
C 1.96512 1.34613 -0.51790
C 2.90524 2.36107 -0.75718
C 2.44083 3.64623 -0.91595
C 1.07539 3.92512 -0.83977
C 0.21638 2.87878 -0.60403
N 0.63910 1.62372 -0.44636
H 4.74296 -0.10292 -6.85154
H 5.35225 -1.73326 -6.57777
H 6.41215 -0.34731 -6.31565
H 2.84047 -0.71496 -5.25379
H 2.08456 -0.68761 -2.90922
H 6.15997 -0.50199 -1.58975
H 6.91983 -0.55414 -3.95898
H 3.95667 2.11728 -0.79284
H 3.14529 4.45004 -1.10108
H 0.69638 4.93194 -0.96066
H -0.85409 3.03348 -0.53069
C -4.39351 -2.26340 -2.29968
N -3.62527 -1.37668 -1.44125
C -2.35733 -1.01958 -1.61432
N -1.91092 -0.47286 -0.49739
C -2.99430 -0.50956 0.33343
N -4.05561 -1.06059 -0.19409
C -4.08880 -3.73098 -2.04908
C -4.52860 -4.66621 -2.97583
C -4.29772 -6.01733 -2.77297
C -3.63669 -6.45339 -1.63763
C -3.19696 -5.52407 -0.70110
C -3.41343 -4.16248 -0.91278
C -2.52593 -6.01022 0.51023
N -2.29526 -7.23048 0.84185
N -1.66187 -7.19912 2.08336
C -1.55150 -5.95610 2.40469
O -2.07045 -5.14553 1.44700
C -0.91308 -5.38605 3.59423
C -0.09938 -6.20370 4.37865
C 0.57575 -5.66053 5.45505
C 0.46413 -4.30324 5.73595
C -0.34580 -3.48843 4.96207
C -0.42727 -2.00418 5.24661
N 0.03762 -1.16617 4.14370
C -0.65773 -0.68154 3.11908
N 0.12563 -0.01111 2.29765
C 1.35505 -0.16208 2.88780
N 1.34238 -0.84118 4.01289
C -1.05111 -4.04209 3.90316
H -4.16552 -2.00232 -3.32968
H -5.44460 -2.06260 -2.11668
H -1.77089 -1.22122 -2.50149
H -2.98455 -0.10735 1.33609
H -5.05052 -4.33524 -3.86987
H -4.63721 -6.73632 -3.50797
H -3.45521 -7.50605 -1.45945
H -3.05019 -3.46001 -0.17113
H 0.00315 -7.24953 4.11624
H 1.21446 -6.28781 6.06385
H 1.03276 -3.87210 6.55340
H 0.19180 -1.75761 6.10186
H -1.45185 -1.71152 5.46620
H -1.72926 -0.79589 3.02945
H 2.26605 0.25664 2.48256
H -1.67182 -3.41455 3.27011
O 0.67852 -3.13991 1.70357
C 0.70027 -3.32441 0.50480
C 1.20801 -4.58069 -0.17776
C 0.81057 -4.38544 -1.63893
C 0.39746 -2.92600 -1.70245
O 0.21237 -2.29846 -2.75072
N 0.25906 -2.40480 -0.44253
H 0.81366 -5.47789 0.29564
H 2.29061 -4.57721 -0.04896
H -0.05551 -4.98788 -1.92265
H 1.60346 -4.58736 -2.35773